{"formula": "C3H6Br2S", "method": "ωB97M-V/def2-TZVPD", "elements": ["H", "H", "S", "Br", "C", "Br", "H", "H", "C", "C", "H", "H"], "positions_angstrom": [[-0.586, -0.207, -1.817], [-1.811, -0.959, 1.020], [-0.847, -0.229, 1.596], [-0.314, -2.804, 2.304], [0.000, 0.175, 0.210], [-0.191, 2.718, -1.054], [0.917, 1.917, 1.080], [-0.582, -1.637, -0.769], [0.800, 1.392, 0.137], [-0.072, -0.703, -0.991], [1.748, 1.277, -0.383], [0.938, -0.941, -1.332]], "e_above_lowest_ev": 0.9825, "orbital_gap_ev": [6.40, 7.06], "energy_ha": -5664.06421, "homo_energy_ev": [-8.3671, -8.7272], "lumo_ev": [-1.971, -1.669]}